This record from the OMol25 dataset describes one molecule with the formula C3H4N2O2S at a distorted geometry. The level of theory is the ωB97M-V functional and the def2-TZVPD basis.

Last column: Mulliken charge in e.
Atoms and positions in Å:
H1 1.518 -1.047 1.324  0.214
N1 0.793 -1.162 0.392  -0.627
C1 0.271 -0.012 0.082  0.395
N2 -0.554 0.179 -1.075  -0.153
C2 -0.462 -0.727 -2.089  -0.225
S1 -0.736 -0.193 -3.696  -0.263
C3 -0.139 0.906 1.242  0.701
O1 -0.869 1.848 1.181  -0.527
O2 0.450 0.707 2.438  -0.459
H2 -1.225 1.065 -0.944  0.318
H3 -0.164 -1.662 -1.531  0.345
H4 1.117 0.097 2.676  0.281

Molar mass ... 132.14 g mol⁻¹
Energy above the lowest of the compared OMol25 structures with the same formula, charge and spin ... 2.982 eV
Multiplicity ... 1
Frontier orbital gap ... 7.8 eV
SMILES ... [H]/N=C(/NC=S)C(=O)O
F_max ... 4.55 eV/Å
Electronic energy ... -21083.8502 eV

This record from the OMol25 dataset describes one molecule with the formula C3H4N2O2S2 at a distorted geometry. The level of theory is the ωB97M-V functional and the def2-TZVPD basis.

Last column: Mulliken charge in e.
Atoms and positions in Å:
O1 -1.259 -1.440 2.302  -0.568
C1 -0.699 -0.953 1.365  0.184
N1 0.432 -1.514 0.682  -0.092
C2 0.954 -0.650 -0.277  0.764
O2 1.874 -0.686 -1.023  -0.534
C3 0.006 0.549 -0.155  -0.093
S1 0.695 2.180 -0.240  -0.203
S2 -1.070 0.434 -1.993  -0.173
N2 -0.872 0.263 0.876  -0.065
H1 0.769 -2.509 0.931  0.277
H2 1.292 1.862 -1.424  0.154
H3 -0.466 1.688 -2.259  0.182
H4 -1.656 0.776 1.217  0.167

Molar mass ... 164.21 g mol⁻¹
Energy above the lowest of the compared OMol25 structures with the same formula, charge and spin ... 0.000 eV
Multiplicity ... 1
Frontier orbital gap ... 9.1 eV
SMILES ... O=C1NC(=O)C(S)(S)N1
F_max ... 3.65 eV/Å
Electronic energy ... -31921.4153 eV

This record from the OMol25 dataset describes one molecule with the formula C3H4N2O3 at a distorted geometry. The level of theory is the ωB97M-V functional and the def2-TZVPD basis.

Last column: Mulliken charge in e.
Atoms and positions in Å:
H1 0.766 -1.875 0.849  0.304
N1 -0.241 -1.711 1.113  -0.512
C1 -0.442 -0.793 0.368  0.439
O1 -1.662 -0.116 0.349  -0.357
C2 -1.719 0.897 -0.629  -0.047
O2 -0.241 0.947 -1.285  -0.364
N2 0.394 -0.023 -0.514  0.211
C3 1.640 0.442 -0.113  0.137
O3 2.396 0.090 0.929  -0.546
H2 -1.916 1.866 -0.148  0.234
H3 -2.494 0.461 -1.357  0.234
H4 1.764 1.049 -1.230  0.268

Molar mass ... 116.08 g mol⁻¹
Energy above the lowest of the compared OMol25 structures with the same formula, charge and spin ... 5.422 eV
Multiplicity ... 1
Frontier orbital gap ... 10.5 eV
SMILES ... [H]/N=C1/OCON1C=O
F_max ... 8.05 eV/Å
Electronic energy ... -12293.5737 eV

This record from the OMol25 dataset describes one molecule with the formula C3H4N2OS. The level of theory is the ωB97M-V functional and the def2-TZVPD basis.

Last column: Mulliken charge in e.
Atoms and positions in Å:
O1 2.722 0.881 -0.004  -0.492
C1 2.461 -0.292 -0.006  0.143
N1 1.160 -0.856 -0.006  -0.601
C2 0.213 0.011 -0.002  0.134
N2 -1.092 -0.382 0.000  -0.089
C3 -2.170 0.472 -0.010  -0.050
S1 -3.714 0.009 -0.005  -0.273
H1 3.217 -1.060 -0.011  0.415
H2 0.375 1.097 0.017  0.255
H3 -1.280 -1.383 0.021  0.307
H4 -1.892 1.504 0.006  0.252

Molar mass ... 116.14 g mol⁻¹
Energy above the lowest of the compared OMol25 structures with the same formula, charge and spin ... 0.858 eV
Multiplicity ... 1
Frontier orbital gap ... 8.6 eV
SMILES ... O=C/N=C/NC=S
F_max ... 0.87 eV/Å
Electronic energy ... -19038.1909 eV

This record from the OMol25 dataset describes one molecule with the formula C3H4N2OS at a distorted geometry. The level of theory is the ωB97M-V functional and the def2-TZVPD basis.

Last column: Mulliken charge in e.
Atoms and positions in Å:
S1 -2.214 0.001 0.035  -0.353
C1 -0.598 0.062 -0.090  0.266
N1 0.240 1.117 -0.364  -0.231
C2 1.510 1.087 0.345  -0.439
C3 2.041 -0.221 -0.099  0.076
N2 1.387 -1.309 -0.162  -0.352
O1 -0.004 -1.095 0.190  -0.196
H1 -0.255 1.938 -0.529  0.254
H2 2.149 1.887 0.093  0.361
H3 1.319 1.017 1.408  0.255
H4 3.134 -0.316 -0.315  0.358

Molar mass ... 116.14 g mol⁻¹
Energy above the lowest of the compared OMol25 structures with the same formula, charge and spin ... 2.605 eV
Multiplicity ... 1
Frontier orbital gap ... 9.1 eV
SMILES ... S=C1NCC=NO1
F_max ... 2.62 eV/Å
Electronic energy ... -19036.4431 eV

This record from the OMol25 dataset describes one molecule with the formula C3H4N2OS at a distorted geometry. The level of theory is the ωB97M-V functional and the def2-TZVPD basis.

Last column: Mulliken charge in e.
Atoms and positions in Å:
O1 -2.119 -0.364 -2.348  -0.513
S1 -1.071 0.495 -1.954  0.428
C1 0.295 -0.638 -1.704  -0.304
C2 1.402 -0.370 -0.822  -0.432
N1 0.996 0.225 0.807  -0.439
N2 -0.242 0.218 0.859  0.099
C3 -1.166 0.119 0.003  -0.175
H1 -0.135 -1.716 -1.984  0.324
H2 2.041 -1.246 -0.917  0.311
H3 1.910 0.575 -0.941  0.286
H4 -1.989 -0.456 0.247  0.414

Molar mass ... 116.14 g mol⁻¹
Energy above the lowest of the compared OMol25 structures with the same formula, charge and spin ... 6.229 eV
Multiplicity ... 1
Frontier orbital gap ... 8.2 eV
SMILES ... O=S1=CCN=NC=1
F_max ... 4.88 eV/Å
Electronic energy ... -19032.8195 eV

This record from the OMol25 dataset describes one molecule with the formula C3H4N2OS2 at a distorted geometry. The level of theory is the ωB97M-V functional and the def2-TZVPD basis.

Last column: Mulliken charge in e.
Atoms and positions in Å:
S1 -3.929 -0.852 0.067  -0.264
C1 -2.724 0.281 -0.114  -0.164
N1 -1.329 0.237 -0.151  0.128
N2 -0.586 1.390 -0.164  -0.487
C2 0.675 1.375 0.057  0.194
O1 1.405 0.218 0.244  -0.228
C3 2.760 0.268 0.013  0.064
S2 3.762 -0.948 -0.060  -0.232
H1 -3.048 1.308 0.047  0.306
H2 -0.838 -0.706 -0.111  0.257
H3 1.357 2.262 0.391  0.244
H4 3.091 1.250 0.077  0.182

Molar mass ... 148.21 g mol⁻¹
Energy above the lowest of the compared OMol25 structures with the same formula, charge and spin ... 3.101 eV
Multiplicity ... 1
Frontier orbital gap ... 8.2 eV
SMILES ... S=CN/N=C\OC=S
F_max ... 2.63 eV/Å
Electronic energy ... -29871.0426 eV

This record from the OMol25 dataset describes one molecule with the formula C3H4N2OS2 at a distorted geometry. The level of theory is the ωB97M-V functional and the def2-TZVPD basis.

Last column: Mulliken charge in e.
Atoms and positions in Å:
O1 1.940 1.678 0.407  -0.463
C1 0.865 0.817 -0.228  0.106
N1 -0.504 1.110 -0.312  -0.105
C2 -1.194 -0.038 -0.251  0.251
S1 -2.943 -0.520 0.175  -0.269
N2 -0.334 -1.088 -0.273  -0.633
C3 0.833 -0.469 -0.143  0.478
S2 2.168 -1.565 0.064  -0.337
H1 1.416 2.552 -0.079  0.358
H2 -0.916 1.981 -0.012  0.237
H3 -2.577 -1.790 0.696  0.199
H4 1.246 -2.669 -0.043  0.179

Molar mass ... 148.21 g mol⁻¹
Energy above the lowest of the compared OMol25 structures with the same formula, charge and spin ... 3.249 eV
Multiplicity ... 1
Frontier orbital gap ... 8.2 eV
SMILES ... Oc1[nH]c(S)nc1S
F_max ... 7.89 eV/Å
Electronic energy ... -29870.8946 eV

This record from the OMol25 dataset describes one molecule with the formula C3H4N2S at a distorted geometry. The level of theory is the ωB97M-V functional and the def2-TZVPD basis.

Last column: Mulliken charge in e.
Atoms and positions in Å:
C1 0.484 -0.816 1.154  -0.692
N1 -0.195 -0.236 0.070  -0.251
C2 0.166 0.754 -0.829  0.184
S1 1.683 1.436 -0.385  -0.284
C3 -0.939 1.295 -1.584  0.309
N2 -2.076 1.364 -2.041  -0.393
H1 0.717 -0.028 1.993  0.237
H2 1.480 -1.077 0.738  0.335
H3 -0.249 -1.783 1.341  0.243
H4 -1.071 -0.908 -0.458  0.313

Molar mass ... 100.15 g mol⁻¹
Energy above the lowest of the compared OMol25 structures with the same formula, charge and spin ... 3.421 eV
Multiplicity ... 1
Frontier orbital gap ... 8.0 eV
SMILES ... CNC(=S)C#N
F_max ... 8.57 eV/Å
Electronic energy ... -16988.0705 eV

This record from the OMol25 dataset describes one molecule with the formula C3H4N2S at a distorted geometry. The level of theory is the ωB97M-V functional and the def2-TZVPD basis.

Last column: Mulliken charge in e.
Atoms and positions in Å:
C1 0.012 -0.368 0.190  1.138
C2 -1.224 -0.070 -0.009  -0.875
C3 2.492 -0.264 0.091  -0.745
N1 -3.577 1.167 -0.319  -0.497
N2 1.181 -0.689 0.296  -0.287
S1 -2.840 -0.311 0.282  0.158
H1 2.946 -0.730 -0.730  0.312
H2 2.493 0.717 -0.313  0.346
H3 3.067 -0.347 1.077  0.239
H4 -4.549 0.896 -0.566  0.210

Molar mass ... 100.15 g mol⁻¹
Energy above the lowest of the compared OMol25 structures with the same formula, charge and spin ... 5.395 eV
Multiplicity ... 1
Frontier orbital gap (alpha / beta) ... 6.7 / 6.7 eV
F_max ... 5.51 eV/Å
Electronic energy ... -16986.0960 eV

This record from the OMol25 dataset describes one molecule with the formula C3H4N2S at a distorted geometry. The level of theory is the ωB97M-V functional and the def2-TZVPD basis.

Last column: Mulliken charge in e.
Atoms and positions in Å:
C1 -0.872 -0.556 -0.340  0.110
C2 -1.247 0.728 -0.126  0.164
C3 1.468 -0.760 0.077  -0.567
N1 0.200 -1.236 -0.276  -0.495
N2 -1.596 1.855 -0.112  -0.367
S1 1.964 0.956 0.101  -0.177
H1 -1.785 -1.033 -0.768  0.271
H2 1.416 -0.986 1.065  0.390
H3 2.204 -1.348 -0.359  0.371
H4 -1.751 2.380 0.738  0.300

Molar mass ... 100.15 g mol⁻¹
Energy above the lowest of the compared OMol25 structures with the same formula, charge and spin ... 4.792 eV
Multiplicity ... 1
Frontier orbital gap (alpha / beta) ... 8.6 / 5.6 eV
F_max ... 3.92 eV/Å
Electronic energy ... -16986.6991 eV

This record from the OMol25 dataset describes one molecule with the formula C3H4N2S2 at a distorted geometry. The level of theory is the ωB97M-V functional and the def2-TZVPD basis.

Last column: Mulliken charge in e.
Atoms and positions in Å:
H1 -2.756 -0.146 -0.264  0.225
N1 -1.892 -0.825 -0.197  -0.608
C1 -0.821 -0.161 0.000  0.339
C2 0.505 -0.823 0.127  -0.500
C3 1.669 0.170 -0.106  0.199
S1 3.253 -0.243 -0.019  -0.232
S2 1.036 1.725 -0.100  0.017
N2 -0.711 1.248 0.277  -0.375
H2 0.588 -1.553 -0.663  0.328
H3 0.548 -1.215 1.084  0.305
H4 -1.419 1.823 -0.137  0.302

Molar mass ... 132.21 g mol⁻¹
Energy above the lowest of the compared OMol25 structures with the same formula, charge and spin ... 1.624 eV
Multiplicity ... 1
Frontier orbital gap ... 8.5 eV
SMILES ... [H]/N=C1/CC(=S)SN1
F_max ... 2.86 eV/Å
Electronic energy ... -27825.1648 eV